Computed, not measured: a structure of composition C4H72GaN2O31P2, with the ωB97M-V functional and the def2-TZVPD basis.

```
! RIJCOSX wB97M-V def2-TZVPD def2/J DEFGRID3
* xyz -1 1
C 1.297 0.757 2.811
P 0.619 -0.692 1.850
C 1.794 -0.789 0.408
Ga -1.419 -0.049 0.840
C -1.803 -1.353 -0.667
N -3.197 -1.164 -1.160
C -3.007 -0.236 2.122
O -2.759 0.326 3.389
O -3.948 0.212 4.242
P -1.115 2.125 -0.056
N -2.504 2.373 -1.154
O -1.475 3.246 1.159
H 0.533 1.526 2.917
H 1.646 0.413 3.782
H 2.145 1.189 2.277
H 2.099 0.222 0.122
H 1.328 -1.285 -0.441
H 2.687 -1.318 0.740
H -1.690 -2.361 -0.238
H -1.081 -1.258 -1.475
H -3.832 -1.639 -0.532
H -3.320 -1.574 -2.078
H -3.244 -1.305 2.229
H -3.879 0.245 1.649
H -4.664 -0.049 3.644
H -2.578 3.387 -1.268
H -2.150 2.054 -2.058
H -2.400 3.179 1.453
O -4.145 0.284 -3.813
H -3.917 0.934 -3.137
H -3.292 0.078 -4.206
O -3.368 1.563 6.799
H -3.087 1.329 5.906
H -3.960 0.836 7.023
O 3.330 -1.802 3.215
H 3.039 -2.670 3.515
H 4.261 -1.741 3.463
O 0.703 -0.166 -2.798
H 0.971 0.535 -2.187
H 1.519 -0.486 -3.211
O -1.488 1.991 -4.029
H -1.163 2.902 -3.982
H -0.863 1.560 -4.619
O -1.982 6.082 0.534
H -1.853 5.121 0.493
H -1.082 6.418 0.631
O 2.393 -2.346 -3.410
H 2.606 -2.494 -4.341
H 1.828 -3.089 -3.179
O 0.602 3.957 -4.124
H 0.904 4.715 -3.615
H 1.391 3.597 -4.550
O 0.470 -2.584 -5.729
H 0.296 -1.965 -5.010
H 0.202 -2.105 -6.525
O 3.423 -3.719 -6.115
H 3.784 -4.392 -6.700
H 2.552 -3.525 -6.484
O 1.965 -6.070 -7.592
H 2.481 -6.880 -7.647
H 1.604 -6.069 -6.699
O -5.557 2.680 -0.904
H -4.587 2.594 -0.919
H -5.850 1.823 -0.582
O -1.245 5.256 3.582
H -1.441 4.588 2.913
H -1.545 6.067 3.159
O 0.712 -3.811 3.543
H 0.520 -3.009 3.017
H -0.080 -3.941 4.076
O -3.863 2.932 2.720
H -4.352 3.217 3.497
H -3.322 2.187 3.035
O -1.789 -1.464 -7.150
H -2.004 -0.626 -7.573
H -2.548 -1.654 -6.588
O 2.262 1.629 -4.850
H 2.484 1.318 -5.733
H 1.675 0.953 -4.482
O -1.339 -5.826 2.298
H -0.595 -5.228 2.444
H -1.053 -6.404 1.581
O -0.522 -8.163 0.677
H -0.272 -8.347 -0.234
H -1.084 -8.901 0.933
O -4.861 5.661 -0.515
H -5.141 4.763 -0.292
H -3.952 5.736 -0.198
O -7.240 4.750 -2.191
H -6.490 5.296 -2.447
H -6.823 4.027 -1.700
O -5.082 2.532 9.146
H -4.774 3.440 9.219
H -4.443 2.125 8.548
O 6.395 -1.576 2.631
H 7.153 -1.017 2.843
H 6.717 -2.166 1.942
O 8.952 0.275 3.231
H 9.425 0.087 4.046
H 9.462 0.967 2.796
O 8.500 -3.535 2.594
H 8.975 -4.363 2.713
H 7.974 -3.422 3.394
O 1.600 -10.049 2.407
H 1.379 -9.249 1.914
H 0.826 -10.208 2.956
O 0.866 7.148 0.422
H 1.128 8.050 0.627
H 1.615 6.764 -0.043
O 9.821 3.018 1.793
H 9.513 3.698 2.401
H 9.691 3.395 0.918
*
```

Properties
HOMO = -0.141 hartree

***

Computed, not measured: a structure of composition C29H35AgGeN5O2Se, with the ωB97M-V functional and the def2-TZVPD basis.

```
! RIJCOSX wB97M-V def2-TZVPD def2/J DEFGRID3
* xyz -1 1
Ag 2.006 0.222 0.317
C -0.733 1.908 3.461
C 0.393 1.864 2.426
O 1.116 0.828 2.421
C 0.485 2.980 1.601
C 1.380 3.214 0.534
C 1.184 4.465 -0.291
N 2.352 2.387 0.252
N 3.176 2.660 -0.808
C 4.054 1.717 -1.076
O 4.178 0.592 -0.487
C 4.934 2.009 -2.239
C 4.806 3.173 -2.995
C 5.571 3.357 -4.131
C 6.483 2.389 -4.530
C 6.626 1.236 -3.776
C 5.862 1.050 -2.641
H -0.851 0.919 3.899
H -1.664 2.216 2.991
H -0.494 2.623 4.247
H -0.244 3.759 1.779
H 0.247 4.949 -0.030
H 1.187 4.195 -1.346
H 2.006 5.160 -0.136
H 4.088 3.916 -2.681
H 5.454 4.258 -4.720
H 7.082 2.540 -5.419
H 7.333 0.474 -4.083
H 5.954 0.151 -2.049
N -4.926 -0.119 0.917
C -6.214 0.301 0.732
C -7.442 -0.218 1.090
C -8.567 0.494 0.710
C -8.472 1.671 -0.029
C -7.249 2.191 -0.405
C -6.102 1.506 -0.012
N -4.795 1.776 -0.264
C -4.102 0.796 0.282
C -2.695 0.614 0.142
C -1.943 1.450 -0.707
C -0.660 1.105 -1.035
N -0.025 0.011 -0.567
C -0.706 -0.706 0.346
C -1.997 -0.463 0.724
H -4.623 -0.960 1.379
H -7.525 -1.149 1.636
H -9.544 0.127 0.989
H -9.377 2.186 -0.315
H -7.162 3.088 -0.996
H -2.418 2.318 -1.134
H -0.104 1.689 -1.754
H -0.170 -1.553 0.756
H -2.469 -1.105 1.455
C -0.268 -3.802 -1.194
Ge 0.707 -4.554 0.365
C 0.586 -6.549 0.212
C -0.144 -4.136 2.126
C 2.655 -4.080 0.225
Se 3.275 -2.182 0.273
C 3.242 -2.007 2.215
H -1.340 -3.963 -1.106
H 0.075 -4.292 -2.103
H -0.089 -2.737 -1.300
H -0.459 -6.849 0.231
H 1.090 -7.051 1.034
H 1.018 -6.909 -0.717
H -1.196 -4.412 2.089
H -0.081 -3.086 2.393
H 0.326 -4.718 2.916
H 2.989 -4.435 -0.752
H 3.237 -4.605 0.983
H 2.274 -2.346 2.581
H 3.375 -0.950 2.446
H 4.043 -2.602 2.657
*
```

Properties
ΔE to the lowest compared entry with this formula, charge and spin = 30.9 kcal per mole
HOMO = -0.108 hartree

***

Computed, not measured: a structure of composition CH2O3Ru, with the ωB97M-V functional and the def2-TZVPD basis.

```
! RIJCOSX wB97M-V def2-TZVPD def2/J DEFGRID3
* xyz 2 7
H -0.786 1.623 -0.188
O -0.223 -1.168 -0.364
C -0.443 -0.027 0.251
O -1.482 0.658 -0.044
O 0.553 0.768 0.141
Ru 2.443 0.038 -0.055
H -0.062 -1.892 0.259
*
```

Properties
HOMO (spin up / spin down) = -0.717 / -0.852 hartree

***

Computed, not measured: the ion C3H7IN3 with charge +1, with the ωB97M-V functional and the def2-TZVPD basis.

```
! RIJCOSX wB97M-V def2-TZVPD def2/J DEFGRID3
* xyz 1 1
C -0.769 0.243 -0.006
C 0.668 -0.687 -0.127
C -0.510 1.636 0.377
N -1.846 -0.435 -0.259
N 1.773 -0.206 -0.643
N 0.547 -1.924 0.270
I -3.660 0.252 -0.341
H -1.079 2.326 -0.318
H 0.515 1.818 0.571
H -1.042 1.978 1.410
H 2.014 0.715 -0.682
H 2.407 -0.960 -0.890
H -0.413 -2.216 0.466
H 1.394 -2.542 0.172
*
```

Properties
ΔE to the lowest compared entry with this formula, charge and spin = 20.0 kcal per mole
SMILES = C/C(=N\I)C(N)=[NH2+]
HOMO = -0.472 hartree

***

Computed, not measured: the molecule C4H10Cl2NP, with the ωB97M-V functional and the def2-TZVPD basis.

```
! RIJCOSX wB97M-V def2-TZVPD def2/J DEFGRID3
* xyz 0 1
C 0.525 0.714 0.879
C 0.232 -1.635 0.007
C -0.131 0.277 -1.651
C -0.271 -0.211 -0.199
N -1.680 -0.107 0.223
P -3.079 0.526 -0.462
Cl -4.236 -1.147 -0.762
Cl -3.892 1.105 1.329
H 0.461 1.854 0.625
H 0.085 0.390 1.810
H 1.573 0.350 0.699
H -0.145 -2.291 -0.711
H 0.115 -1.905 0.998
H 1.324 -1.652 -0.102
H -0.971 -0.184 -2.176
H -0.434 1.341 -1.655
H 0.826 -0.007 -1.996
H -1.776 -0.475 1.118
*
```

Properties
ΔE to the lowest compared entry with this formula, charge and spin = 0.0 kcal per mole
SMILES = CC(C)(C)NP(Cl)Cl
HOMO = -0.344 hartree